(1)
The following is a quantum chemistry calculation of one molecule with the formula C4H3FO2 at a distorted geometry, from the Open Molecules 2025 dataset.

Geometry as XYZ:
```
10
Properties=species:S:1:pos:R:3:lowdin_charge:R:1
O -0.1611 1.6379 1.3362 0.019
C -0.2566 0.5912 0.4538 -0.214
C -1.3434 -0.1294 -0.1417 -0.070
O -0.9106 -1.1211 -0.8851 -0.002
C 0.4483 -1.0797 -0.9397 -0.044
C 0.8712 -0.0661 -0.1573 -0.251
F 2.0614 0.3438 0.2482 0.095
H 0.7879 1.6302 1.8117 0.185
H -2.4293 0.0410 -0.1504 0.136
H 0.9321 -1.8477 -1.5757 0.145
```

Results
Highest occupied orbital energy in eV: -8.569
Gap between HOMO and LUMO in eV: 9.220
Energy relative to the best compared isomer or geometry (same formula, charge and spin) in kcal per mole: 18.2
Charge: 0
SMILES string: Oc1cocc1F
Spin multiplicity: 1
E_LUMO in eV: 0.65

***

(2)
The following is a quantum chemistry calculation of one molecule with the formula C4H3FO3 at a distorted geometry, from the Open Molecules 2025 dataset.

Geometry as XYZ:
```
11
Properties=species:S:1:pos:R:3:lowdin_charge:R:1
O -0.9963 2.1827 0.0070 0.088
C -0.5000 0.9252 0.0086 -0.280
C -1.1976 -0.2542 0.0340 -0.072
O -0.3541 -1.3244 0.0293 0.071
C 0.8996 -0.8815 0.0081 -0.283
O 1.9360 -1.7187 -0.0165 0.136
C 0.8705 0.5989 -0.0039 -0.121
F 1.9371 1.3961 -0.0183 0.096
H -1.9567 2.1537 -0.0659 0.116
H -2.2486 -0.4497 0.0192 0.120
H 1.6103 -2.6280 -0.0016 0.130
```

Results
Highest occupied orbital energy in eV: -7.863
Gap between HOMO and LUMO in eV: 8.427
Energy relative to the best compared isomer or geometry (same formula, charge and spin) in kcal per mole: 29.0
Charge: 0
SMILES string: Oc1coc(O)c1F
Spin multiplicity: 1
E_LUMO in eV: 0.56

***

(3)
The following is a quantum chemistry calculation of one molecule with the formula C4H3I at a distorted geometry, from the Open Molecules 2025 dataset.

Geometry as XYZ:
```
8
Properties=species:S:1:pos:R:3:lowdin_charge:R:1
I -1.7560 2.0719 -0.4333 0.688
C -0.7794 0.1038 -0.3504 -0.780
C -0.5362 -0.2847 1.0514 0.008
C 0.8480 -0.9475 0.6528 0.014
C 0.7085 0.0286 -0.2937 -0.177
H -1.4390 -0.4354 -1.1155 0.094
H 1.7302 -1.3434 1.1318 0.092
H 1.2238 0.8067 -0.6431 0.061
```

Results
Highest occupied orbital energy in eV: -9.000
Gap between HOMO and LUMO in eV: 9.013
Energy relative to the best compared isomer or geometry (same formula, charge and spin) in kcal per mole: 63.5
Charge: 0
SMILES string: I[C@@H]1C2=C[C@H]21
Spin multiplicity: 1
E_LUMO in eV: 0.01

***

(4)
The following is a quantum chemistry calculation of one molecule with the formula C4H3I at a distorted geometry, from the Open Molecules 2025 dataset.

Geometry as XYZ:
```
8
Properties=species:S:1:pos:R:3:lowdin_charge:R:1
C 0.0324 -0.4068 0.2248 0.017
C 0.4083 0.8792 0.2399 -0.216
C 1.1625 1.3683 1.3556 -0.260
C 1.9622 1.6503 2.2605 -0.204
I 3.4727 2.2589 4.3585 0.418
H -0.6070 -0.8768 -0.5162 0.057
H 0.1254 -1.0030 1.1165 0.063
H 0.6034 1.6764 -0.5476 0.125
```

Results
Highest occupied orbital energy in eV: -9.218
Gap between HOMO and LUMO in eV: 6.578
Energy relative to the best compared isomer or geometry (same formula, charge and spin) in kcal per mole: 63.3
Charge: 0
SMILES string: C=CC#CI
Spin multiplicity: 1
E_LUMO in eV: -2.64

***

(5)
The following is a quantum chemistry calculation of C4H3I2NS as an isolated structure at a distorted geometry, from the Open Molecules 2025 dataset.

Geometry as XYZ:
```
11
Properties=species:S:1:pos:R:3:lowdin_charge:R:1
C -2.6001 0.0125 -0.1772 -0.784
C -1.3697 0.6341 -0.1123 -0.544
C -3.7200 1.0587 -0.1190 -1.144
C -0.0401 0.0582 -0.1452 -0.092
N -1.5072 2.0209 -0.0198 -0.341
S -2.9771 2.5548 0.0580 0.935
I -3.0530 -2.0273 0.0489 0.831
I -5.6956 0.5163 -0.0071 0.828
H -0.1144 -1.0500 0.1719 0.065
H 0.4111 -0.1085 -1.2072 0.109
H 0.7007 0.7909 0.4707 0.135
```

Results
Highest occupied orbital energy in eV: -8.899
Gap between HOMO and LUMO in eV: 9.033
Energy relative to the best compared isomer or geometry (same formula, charge and spin) in kcal per mole: 3.5
Charge: 0
Spin multiplicity: 1
E_LUMO in eV: 0.13

***

(6)
The following is a quantum chemistry calculation of a 2-piece molecular cluster, C4H3IN2O overall at a distorted geometry, from the Open Molecules 2025 dataset.

Geometry as XYZ:
```
11
Properties=species:S:1:pos:R:3:lowdin_charge:R:1
C 0.4532 -0.9099 1.4216 -0.250
C 0.1936 -0.9318 -1.5680 -0.210
C -0.6034 0.0102 0.9551 -0.223
C -0.0919 0.7284 -0.3027 -0.773
N 1.3514 -1.5754 1.6517 0.179
N 0.2709 -2.0108 -1.9118 0.043
O 0.9774 1.5163 -0.2834 -0.005
I -1.8036 1.5839 -1.3880 0.842
H -1.5128 -0.5854 0.6406 0.124
H -0.7443 0.6604 1.8573 0.145
H 1.5093 1.5142 -1.0723 0.126
```

Results
Highest occupied orbital energy in eV: -10.390
Gap between HOMO and LUMO in eV: 9.180
Energy relative to the best compared isomer or geometry (same formula, charge and spin) in kcal per mole: 42.4
Charge: 0
Spin multiplicity: 1
E_LUMO in eV: -1.21

***

(7)
The following is a quantum chemistry calculation of one molecule with the formula C4H3IN2O2S at a distorted geometry, from the Open Molecules 2025 dataset.

Geometry as XYZ:
```
13
Properties=species:S:1:pos:R:3:lowdin_charge:R:1
C 1.9247 0.1647 -0.3147 -0.044
C 0.5487 0.6890 -0.0558 -0.391
N 0.1704 1.9847 -0.0147 -0.334
S -1.3739 2.3768 0.0644 0.942
C -2.0332 0.8353 0.2007 -0.998
I -3.9003 0.0661 0.0766 0.948
C -0.5130 -0.2112 0.2426 -0.081
N -0.5635 -1.6025 0.2268 -0.426
O -1.6348 -2.1221 0.1093 0.020
O 0.5253 -2.0834 0.4572 0.062
H 2.0435 -0.7818 0.3061 0.079
H 2.0979 -0.2408 -1.3685 0.112
H 2.7082 0.9253 0.0701 0.111
```

Results
Highest occupied orbital energy (alpha / beta) in eV: -9.120 / -9.120
Gap between HOMO and LUMO (alpha / beta) in eV: 7.948 / 7.949
Energy relative to the best compared isomer or geometry (same formula, charge and spin) in kcal per mole: 61.3
Charge: 0
SMILES string: Cc1nsc(I)c1[N+](=O)[O-]
Spin multiplicity: 1
E_LUMO (alpha / beta) in eV: -1.17 / -1.17

***

(8)
The following is a quantum chemistry calculation of C4H3LiO2 as an isolated structure at a distorted geometry, from the Open Molecules 2025 dataset.

Geometry as XYZ:
```
10
Properties=species:S:1:pos:R:3:lowdin_charge:R:1
C 2.1000 -0.5336 0.2000 -0.071
C 0.9923 -0.0792 -0.0739 0.019
C -0.2673 0.3012 -0.4653 -0.039
C -1.4894 -0.0673 0.1438 -0.194
H -0.7470 1.4587 -0.6935 0.200
H -1.7088 -1.1339 0.3064 0.154
O 3.2355 -1.0989 0.3830 0.165
H 3.6642 -0.8184 1.2073 0.164
O -2.3120 0.9024 -0.0102 -0.203
Li -3.4674 1.0690 -0.9977 0.805
```

Results
Highest occupied orbital energy (alpha / beta) in eV: -13.044 / -13.517
Gap between HOMO and LUMO (alpha / beta) in eV: 8.958 / 7.283
Energy relative to the best compared isomer or geometry (same formula, charge and spin) in kcal per mole: 12.9
Charge: +1
Spin multiplicity: 2
E_LUMO (alpha / beta) in eV: -4.09 / -6.23

***

(9)
The following is a quantum chemistry calculation of C4H3LiO2Sm as an isolated structure at a distorted geometry, from the Open Molecules 2025 dataset.

Geometry as XYZ:
```
11
Properties=species:S:1:pos:R:3:lowdin_charge:R:1
Sm -2.7837 0.1235 -4.0463 0.656
O -0.4131 -0.6639 -0.4274 -0.245
C 0.6787 0.3097 -0.4500 -0.109
H 1.6133 0.0182 -0.9436 0.132
H 0.3123 1.2558 -0.8652 0.128
C 0.7933 0.9750 2.1417 0.306
C 0.7717 0.2317 1.0610 -0.191
C -0.3643 -0.7250 1.0964 -0.332
O -0.8939 -1.5619 1.7592 0.195
Li -0.7805 -1.9356 -1.8038 0.379
H 1.0661 1.9726 2.4779 0.082
```

Results
Highest occupied orbital energy (alpha / beta) in eV: -9.279 / -9.031
Gap between HOMO and LUMO (alpha / beta) in eV: 5.496 / 4.661
Energy relative to the best compared isomer or geometry (same formula, charge and spin) in kcal per mole: 86.5
Charge: +1
Spin multiplicity: 8
E_LUMO (alpha / beta) in eV: -3.78 / -4.37

***

(10)
The following is a quantum chemistry calculation of a 2-piece molecular cluster, C4H3N2 overall at a distorted geometry, from the Open Molecules 2025 dataset.

Geometry as XYZ:
```
9
Properties=species:S:1:pos:R:3:lowdin_charge:R:1
C -4.8832 -0.1569 -0.2314 -0.026
C -1.9930 1.0228 0.0767 0.211
C -0.9075 0.4547 -0.0062 0.014
C 1.1862 -0.8227 -0.2871 0.223
N -3.8206 0.2334 -0.0441 0.006
N 0.1755 -0.1874 0.0932 0.170
H -2.4369 2.0337 0.0860 0.130
H 1.0552 -1.7913 -0.5583 0.098
H 2.2576 -0.5010 -0.0648 0.174
```

Results
Highest occupied orbital energy (alpha / beta) in eV: -14.939 / -14.934
Gap between HOMO and LUMO (alpha / beta) in eV: 6.709 / 6.702
Energy relative to the best compared isomer or geometry (same formula, charge and spin) in kcal per mole: 99.7
Charge: +1
Spin multiplicity: 1
E_LUMO (alpha / beta) in eV: -8.23 / -8.23

***

(11)
The following is a quantum chemistry calculation of a 2-piece molecular cluster, C4H3N2 overall at a distorted geometry, from the Open Molecules 2025 dataset.

Geometry as XYZ:
```
9
Properties=species:S:1:pos:R:3:lowdin_charge:R:1
C -2.7045 0.4188 2.1510 -0.030
C -1.2440 1.8091 0.5687 0.297
C -0.4573 0.8926 0.2729 -0.084
C 0.9591 -0.7730 -0.6613 0.198
N -3.2466 -0.1427 2.9610 0.104
N 0.0612 -0.2017 0.0031 0.146
H -2.0636 2.4669 0.7779 0.088
H 1.7843 -0.0886 -1.0104 0.162
H 1.1488 -1.8154 -0.5648 0.119
```

Results
Highest occupied orbital energy (alpha / beta) in eV: -16.680 / -16.423
Gap between HOMO and LUMO (alpha / beta) in eV: 8.064 / 8.177
Energy relative to the best compared isomer or geometry (same formula, charge and spin) in kcal per mole: 111.3
Charge: +1
Spin multiplicity: 1
E_LUMO (alpha / beta) in eV: -8.62 / -8.25

***

(12)
The following is a quantum chemistry calculation of a 2-piece molecular cluster, C4H3N2O3 overall at a distorted geometry, from the Open Molecules 2025 dataset.

Geometry as XYZ:
```
12
Properties=species:S:1:pos:R:3:lowdin_charge:R:1
C 3.6575 -1.5592 0.1313 -0.586
C 2.1832 -0.0416 -0.0782 -0.237
C 2.7757 2.4597 0.0001 -0.375
C -0.2165 -0.2421 -0.0692 -0.165
N 2.1745 1.4531 -0.3195 0.131
N 1.1826 -0.7402 -0.0096 -0.081
O 3.6397 -2.1723 -0.9065 0.023
O 4.1617 -1.3353 1.1981 0.021
O 3.1385 3.5367 0.3009 0.073
H -0.3016 0.8676 -0.1312 0.045
H -0.7333 -0.8627 -0.8648 0.063
H -0.6055 -0.6032 1.0011 0.089
```

Results
Highest occupied orbital energy in eV: -3.240
Gap between HOMO and LUMO in eV: 6.904
Energy relative to the best compared isomer or geometry (same formula, charge and spin) in kcal per mole: 60.1
Charge: -1
Spin multiplicity: 1
E_LUMO in eV: 3.66

***

Please write out number 12 again, unchanged.
The following is a quantum chemistry calculation of a 2-piece molecular cluster, C4H3N2O3 overall at a distorted geometry, from the Open Molecules 2025 dataset.

Geometry as XYZ:
```
12
Properties=species:S:1:pos:R:3:lowdin_charge:R:1
C 3.6575 -1.5592 0.1313 -0.586
C 2.1832 -0.0416 -0.0782 -0.237
C 2.7757 2.4597 0.0001 -0.375
C -0.2165 -0.2421 -0.0692 -0.165
N 2.1745 1.4531 -0.3195 0.131
N 1.1826 -0.7402 -0.0096 -0.081
O 3.6397 -2.1723 -0.9065 0.023
O 4.1617 -1.3353 1.1981 0.021
O 3.1385 3.5367 0.3009 0.073
H -0.3016 0.8676 -0.1312 0.045
H -0.7333 -0.8627 -0.8648 0.063
H -0.6055 -0.6032 1.0011 0.089
```

Results
Highest occupied orbital energy in eV: -3.240
Gap between HOMO and LUMO in eV: 6.904
Energy relative to the best compared isomer or geometry (same formula, charge and spin) in kcal per mole: 60.1
Charge: -1
Spin multiplicity: 1
E_LUMO in eV: 3.66

***

Which of these has the highest energy relative to the best compared isomer or geometry (same formula, charge and spin)? number 11

***

Which of these has the lowest charge? C4H3N2O3

***

Which value of energy relative to the best compared isomer or geometry (same formula, charge and spin) does entry 8 give? 12.9 kcal per mole